{"formula": "C27H20Co2FO6", "method": "wB97M-V/def2-TZVPD", "elements": ["C", "C", "C", "H", "H", "O", "C", "C", "H", "C", "H", "H", "H", "Co", "H", "O", "C", "C", "O", "H", "H", "H", "C", "F", "H", "C", "C", "C", "H", "C", "C", "O", "C", "C", "C", "H", "Co", "C", "H", "C", "H", "C", "C", "C", "C", "C", "H", "H", "H", "H", "C", "C", "O", "O", "H", "C"], "positions_angstrom": [[-1.446, -0.326, 0.306], [-1.044, 3.201, -2.468], [-1.821, -1.084, 2.717], [-0.003, -1.887, -1.217], [4.162, -2.776, -0.920], [2.723, 1.456, -0.876], [-0.621, 0.109, -0.612], [-0.973, 2.223, -1.500], [-3.291, 0.091, -0.793], [3.229, -2.825, -1.479], [-3.663, 0.640, 1.680], [-3.930, -1.331, 3.241], [0.445, 0.162, -0.337], [0.523, 1.973, 2.529], [0.932, -0.161, 4.122], [1.150, 3.924, 0.413], [-0.914, 0.475, -3.195], [-3.784, -0.385, 1.291], [-2.231, 2.664, 3.157], [-1.325, -2.010, 3.039], [1.986, -2.016, 0.106], [-1.035, 1.193, -5.231], [0.866, -2.361, -1.685], [4.321, -3.697, -3.382], [-1.049, 4.239, -2.146], [0.951, 3.067, 1.162], [3.378, 1.350, 2.400], [-1.020, 1.477, -4.175], [-1.826, -0.429, 3.594], [3.141, -3.320, -2.790], [0.798, -2.924, -2.967], [4.257, 1.977, 2.808], [-0.989, -0.451, 1.661], [1.978, -3.397, -3.561], [1.420, 2.842, 3.765], [-1.121, 3.604, -4.571], [2.078, 0.350, 1.789], [0.993, 0.405, 3.215], [-0.149, -3.025, -3.518], [2.033, -2.366, -0.926], [1.987, -3.802, -4.582], [-1.097, 2.827, -3.809], [-1.117, 2.466, 2.915], [2.439, 1.040, 0.169], [2.986, -1.099, 2.201], [0.199, 0.205, 2.042], [-0.836, -0.585, -3.453], [-4.846, -0.522, 1.040], [-3.039, -1.602, -0.345], [-3.353, -2.388, 1.939], [-3.291, -1.374, 2.350], [-0.906, 0.867, -1.841], [2.008, 3.428, 4.569], [3.615, -2.004, 2.562], [-0.934, 2.460, -0.432], [-2.942, -0.565, 0.027]], "energy_ev": -118576.973, "e_above_lowest_ev": 0.040, "spin_multiplicity": 1, "charge": -1, "homo_ev": -2.605, "gap_ev": 5.5}


{"formula": "C13H44N13O9", "method": "wB97M-V/def2-TZVPD", "elements": ["C", "H", "N", "H", "H", "H", "H", "H", "H", "H", "H", "N", "O", "C", "H", "H", "N", "H", "N", "H", "O", "O", "H", "N", "H", "H", "H", "H", "H", "N", "N", "C", "H", "C", "H", "C", "H", "O", "O", "C", "H", "H", "N", "H", "C", "C", "N", "O", "C", "O", "H", "H", "N", "H", "O", "H", "N", "H", "N", "H", "H", "H", "H", "C", "H", "C", "H", "H", "H", "H", "N", "C", "C", "H", "H", "H", "H", "O", "H"], "positions_angstrom": [[-1.447, 0.190, -0.236], [1.905, 6.625, -1.074], [-3.530, 6.400, 0.981], [-0.504, -0.014, -0.743], [3.183, -3.863, -4.699], [3.499, -2.517, 5.545], [-2.101, 0.813, -0.846], [1.143, 5.934, 7.505], [1.205, -6.402, 0.442], [-7.327, -0.368, -2.495], [4.116, -7.811, 1.090], [1.440, 5.671, 6.577], [-6.977, 0.426, 0.445], [4.177, -2.003, -6.562], [-2.980, 5.553, 0.982], [1.930, 4.597, -2.230], [2.052, -1.598, 4.110], [4.022, -0.277, -3.973], [1.355, 4.429, 4.697], [5.316, -2.858, -5.076], [2.967, -2.563, -6.326], [-0.249, 4.419, 6.191], [4.648, -2.793, -7.146], [2.612, -2.388, 6.009], [1.309, -1.240, 3.527], [6.451, -0.843, -4.485], [-8.029, -1.865, 0.354], [0.471, 5.528, -2.773], [-6.876, 1.198, -1.842], [-5.858, -5.685, 2.996], [-4.191, -5.422, 1.656], [3.191, -6.343, 0.017], [2.964, -1.905, 3.803], [-7.279, -0.200, -0.495], [-4.881, 8.477, 1.512], [1.558, 5.511, -2.694], [2.597, -2.353, 7.018], [3.424, 6.918, -2.645], [-4.574, 5.673, 2.753], [-4.391, 6.524, 1.975], [-1.883, -0.804, -0.134], [3.462, -1.911, -3.757], [6.251, -0.922, -5.471], [1.700, -5.130, -0.663], [4.339, -1.319, -4.018], [-4.844, -4.921, 2.626], [3.248, -7.408, 0.767], [-1.321, 0.782, 1.004], [5.104, -1.812, -5.299], [4.132, -5.852, -0.581], [4.226, -1.007, -7.003], [1.493, 7.723, -2.313], [1.890, -5.997, -0.181], [2.348, -7.712, 1.112], [-4.410, -3.920, 3.181], [-3.401, -4.950, 1.238], [-7.847, -1.391, -0.519], [5.027, -1.575, -3.212], [-5.070, 7.638, 2.040], [5.767, -0.045, -5.594], [1.755, -4.083, -5.594], [-5.894, -6.512, 2.416], [2.038, 6.298, 6.058], [1.717, -1.809, 5.308], [-7.666, -1.965, -1.330], [2.820, -3.890, -5.726], [-6.395, -5.449, 3.818], [2.328, 4.665, 4.567], [0.926, 3.689, 4.159], [1.819, 5.610, -3.748], [-7.169, 0.241, -1.705], [2.055, 6.806, -2.138], [0.766, 4.858, 5.765], [3.686, 6.039, -2.929], [-4.440, -6.335, 1.301], [3.522, -4.611, -6.145], [-5.589, 7.667, 2.906], [0.670, -1.343, 5.715], [-3.505, 7.082, 0.237]], "energy_ev": -51991.153, "spin_multiplicity": 1, "charge": -1, "homo_ev": -1.553, "gap_ev": 3.4}


{"formula": "C3H9O", "method": "wB97M-V/def2-TZVPD", "elements": ["H", "C", "H", "C", "H", "H", "H", "H", "H", "H", "C", "O", "H"], "positions_angstrom": [[0.132, 1.744, 0.253], [-0.554, -1.083, -0.050], [1.108, -2.224, -1.052], [0.349, 2.782, 0.514], [0.218, -0.592, 0.617], [-0.491, -2.745, -1.385], [1.307, 2.804, 1.036], [-1.322, -1.512, 0.650], [0.228, -3.135, 0.242], [-0.487, 3.200, 1.061], [0.138, -2.393, -0.565], [-1.063, -0.286, -0.977], [0.437, 3.439, -0.345]], "energy_ev": -5303.641, "e_above_lowest_ev": 0.254, "spin_multiplicity": 1, "charge": -1, "homo_ev": -2.134, "gap_ev": 6.5}


{"formula": "C50H52N10NiS4", "method": "wB97M-V/def2-TZVPD", "elements": ["H", "H", "C", "N", "S", "C", "H", "N", "H", "N", "H", "H", "H", "H", "H", "C", "C", "H", "C", "N", "H", "C", "H", "H", "H", "H", "H", "C", "H", "H", "H", "H", "C", "C", "S", "C", "H", "C", "H", "C", "H", "C", "H", "C", "C", "C", "H", "C", "C", "H", "H", "C", "C", "H", "C", "H", "H", "C", "C", "H", "H", "C", "C", "C", "C", "C", "H", "C", "H", "H", "C", "C", "H", "N", "H", "H", "H", "N", "H", "H", "H", "C", "H", "Ni", "H", "H", "N", "C", "C", "H", "H", "H", "C", "H", "C", "N", "C", "H", "S", "C", "C", "C", "C", "C", "C", "C", "N", "H", "C", "S", "H", "C", "N", "C", "C", "C", "C"], "positions_angstrom": [[-3.426, 1.930, -1.620], [-5.533, 1.915, -2.943], [1.729, -1.808, -2.835], [-2.500, 5.446, 0.860], [-0.327, -2.657, -0.150], [3.008, 3.757, 0.360], [3.037, -4.102, -4.936], [2.946, 2.407, 2.193], [2.657, -3.090, 1.964], [0.969, -2.195, 0.559], [-1.562, 3.176, -1.225], [-3.386, 4.639, -0.863], [4.713, -3.405, 3.346], [0.518, 2.204, -2.918], [-3.376, -2.309, -1.579], [3.358, -3.184, -1.701], [-4.628, -0.743, 2.534], [0.269, -3.369, 2.566], [-0.558, -4.111, -2.524], [-1.041, 1.014, -0.511], [-1.075, 6.986, 0.710], [-1.592, 3.252, 1.427], [3.810, 5.714, 0.747], [-6.564, -0.246, -3.556], [1.035, -0.982, -2.782], [-1.193, -3.314, -2.874], [-3.410, -5.173, 3.818], [0.879, -4.983, -0.793], [1.787, -6.873, -1.193], [-1.937, 2.306, 1.003], [-2.311, 6.008, -1.159], [4.271, -4.708, -2.898], [-4.054, -0.465, 1.303], [0.033, -4.003, -1.282], [-1.850, -0.206, -0.441], [2.448, -2.143, -1.702], [1.336, 3.850, -4.632], [4.668, -2.625, 2.602], [3.880, 5.480, -1.602], [1.934, -2.530, -3.998], [-5.697, -0.669, 2.652], [3.525, -2.463, 1.835], [-5.489, -2.363, -2.887], [3.504, -1.474, 0.871], [5.764, -1.801, 2.399], [4.050, 4.668, 0.938], [0.661, 5.455, 0.372], [-1.267, -3.525, 1.113], [-3.863, -1.399, -1.892], [-2.841, 4.514, 2.718], [-1.838, -1.457, 4.293], [-5.066, 0.986, -2.649], [1.225, 2.983, -2.671], [-4.292, -1.346, 4.559], [-1.884, -0.929, 2.224], [-4.324, -4.868, 1.548], [-3.716, 3.797, 1.354], [2.637, 4.822, -3.219], [-2.462, -1.191, 3.455], [-0.817, -0.992, 2.085], [0.713, -7.118, -3.396], [-2.544, -3.956, 0.794], [-1.504, -4.331, 3.342], [3.099, 4.807, -1.918], [1.694, 3.883, -3.617], [0.529, -6.235, -2.805], [3.909, -3.429, -0.806], [2.859, -3.561, -4.019], [1.372, -2.293, -4.887], [4.514, 0.122, -0.106], [-5.039, -1.418, -2.621], [5.725, -0.808, 1.431], [6.655, -1.935, 2.994], [1.756, 0.196, -0.525], [6.584, -0.178, 1.269], [3.019, 5.551, -3.919], [2.334, 0.270, 4.471], [1.603, 3.018, -1.407], [1.332, -4.856, 0.178], [-1.103, -4.479, 4.330], [-1.074, 3.016, 2.358], [-0.082, 5.049, 1.060], [4.115, 4.507, 2.010], [0.802, 1.809, 0.156], [3.748, 1.264, 4.234], [-4.681, -0.174, 0.474], [2.833, 0.964, 3.947], [-2.800, -4.724, 3.050], [-1.224, 6.072, 1.289], [5.028, 4.464, 0.503], [-0.504, 4.569, -1.435], [0.426, 4.818, 1.998], [-3.318, -4.549, 1.776], [-3.265, 6.112, 1.003], [-3.888, 1.003, -1.919], [-0.620, 3.820, 0.501], [-2.682, -0.576, 1.154], [-2.921, -3.822, -0.208], [2.081, -1.194, -0.201], [2.558, 3.886, -1.015], [1.130, -6.104, -1.563], [-0.303, -5.239, -3.287], [-3.295, -0.189, -1.545], [-2.436, 5.092, -0.579], [-2.763, 4.229, 1.667], [3.564, -3.894, -2.874], [-1.237, -1.676, -0.922], [-0.756, -5.343, -4.259], [4.587, -0.638, 0.660], [0.701, 0.949, 2.418], [-1.314, 6.347, 2.340], [-3.836, -1.113, 3.608], [2.485, 2.759, 1.008], [-1.249, 4.121, -0.777], [2.278, 1.485, 2.844], [-5.641, -0.227, -2.997], [-0.729, -3.724, 2.369]], "energy_ev": -151960.842, "s2": 2.01, "spin_multiplicity": 3, "charge": 2, "homo_ev": [-11.455, -11.478], "gap_ev": [7.2, 7.2]}


{"formula": "C24H46O6", "method": "wB97M-V/def2-TZVPD", "elements": ["C", "H", "H", "H", "H", "H", "H", "H", "C", "H", "H", "H", "H", "H", "H", "C", "H", "C", "C", "H", "H", "H", "C", "O", "H", "C", "C", "H", "H", "C", "C", "H", "O", "H", "H", "H", "O", "C", "H", "C", "H", "O", "C", "H", "C", "C", "H", "C", "H", "H", "C", "C", "H", "H", "C", "C", "H", "H", "H", "H", "O", "H", "H", "H", "H", "C", "C", "C", "H", "H", "H", "C", "H", "O", "H", "H"], "positions_angstrom": [[-0.929, -0.881, 0.959], [-2.184, 3.719, -2.276], [-5.608, 0.386, -1.142], [-1.715, 3.133, 0.737], [1.133, 1.967, 0.443], [1.555, 4.815, 0.589], [-2.574, 0.099, 0.775], [-0.048, -3.078, -1.338], [4.531, -1.077, -0.614], [-6.753, -1.536, 2.131], [6.439, -1.635, 0.029], [6.151, 0.204, -0.706], [5.755, 1.891, 0.952], [-6.435, 0.799, 1.247], [0.009, -0.351, -1.795], [3.571, 1.402, 0.900], [-3.941, -3.941, -0.576], [0.234, -2.322, -0.517], [-4.913, -2.504, 0.811], [-4.218, -2.075, 1.174], [-2.038, -1.715, -0.444], [0.642, -1.679, 2.287], [-3.592, 2.102, -1.263], [4.204, -0.812, -1.948], [-0.266, 0.104, 1.302], [-1.471, 3.186, -0.414], [-4.915, 0.283, -0.496], [2.382, -3.158, -0.073], [1.811, 2.750, -0.835], [-6.018, -1.341, 0.822], [-5.598, -0.028, 0.900], [4.971, 1.436, 2.567], [1.573, -1.327, -2.173], [-5.273, -3.338, 1.570], [1.599, -0.790, -0.033], [-4.139, -0.346, -0.534], [-0.991, -0.057, -1.324], [0.744, 4.250, 0.596], [-2.809, 1.398, -1.770], [5.908, -0.535, -0.090], [-1.008, -2.638, 2.274], [3.743, -1.885, 0.167], [2.702, -2.477, -0.511], [3.747, 0.973, -0.171], [-0.333, 4.227, -0.386], [1.466, 2.859, 0.183], [-4.132, 2.404, -2.174], [-0.282, -2.040, 1.532], [-5.268, 2.560, 0.060], [-0.807, 5.321, 0.081], [5.492, -0.184, 1.532], [-4.770, -3.067, -0.494], [2.920, -3.038, -1.330], [-1.054, 2.230, -0.599], [4.935, 1.229, 1.347], [2.901, 2.489, 0.954], [-6.755, -1.410, 0.084], [-4.548, -2.042, -1.456], [2.514, -0.721, -2.429], [-3.064, 4.263, -0.502], [-2.113, -0.357, 1.543], [-5.604, -3.549, -1.033], [3.424, 3.530, 0.786], [-3.670, 1.763, 0.728], [-0.016, 4.291, -1.467], [-0.963, -1.215, -0.512], [1.650, -1.578, -0.850], [-4.382, 1.765, -0.148], [2.954, 0.629, 1.210], [0.554, 3.959, 1.723], [6.560, -0.293, 1.976], [-2.640, 3.481, -1.339], [2.710, 2.874, 2.083], [0.170, -2.827, 0.606], [-5.104, 0.000, 1.846], [4.883, -0.920, 2.004]], "energy_ev": -37896.696, "e_above_lowest_ev": 23.662, "spin_multiplicity": 1, "homo_ev": -8.993, "gap_ev": 9.3}


{"formula": "C3ClN3S", "method": "wB97M-V/def2-TZVPD", "elements": ["N", "C", "N", "Cl", "C", "C", "N", "S"], "positions_angstrom": [[-0.217, 1.028, -1.173], [0.415, 0.340, -0.351], [2.641, -0.285, 0.626], [-1.115, -1.742, 1.815], [1.657, 0.040, 0.118], [-1.219, -0.650, 0.595], [-2.167, -0.157, -0.052], [-1.853, 0.956, -1.236]], "energy_ev": -30935.475, "e_above_lowest_ev": 2.045, "spin_multiplicity": 1, "homo_ev": -9.614, "gap_ev": 9.1}


Which formula does entry 4 have?
C50H52N10NiS4